Below is a structure of composition C17H10Br2HgN3O3S, with properties calculated with the ωB97M-V functional and the def2-TZVPD basis.

The geometry in XYZ format:
```
37
C17H10Br2HgN3O3S, DFT the ωB97M-V functional and the def2-TZVPD basis
Hg 0.880 1.066 0.074
Br 0.130 -5.302 -2.325
C 0.305 -3.552 -1.646
C -0.855 -2.865 -1.224
C -0.684 -1.601 -0.739
N 0.517 -0.998 -0.656
C 1.652 -1.656 -1.047
C 1.534 -2.975 -1.563
C 2.894 -0.986 -0.883
C 4.144 -1.563 -1.233
C 5.290 -0.865 -1.022
Br 6.956 -1.619 -1.482
C 5.260 0.430 -0.453
C 4.037 0.938 -0.133
N 2.880 0.275 -0.337
H -1.835 -3.312 -1.287
H -1.532 -1.018 -0.400
H 2.406 -3.523 -1.882
H 4.191 -2.551 -1.664
H 6.161 0.998 -0.281
H 3.949 1.924 0.305
O -4.202 4.681 0.841
S -3.713 3.620 0.015
O -4.386 3.315 -1.211
N -2.099 3.808 -0.269
C -1.410 2.894 0.318
O -0.113 2.855 0.214
C -2.192 1.889 1.123
C -1.771 0.834 1.916
C -2.731 0.025 2.516
C -4.086 0.277 2.337
C -4.513 1.359 1.575
C -3.544 2.146 0.992
H -0.722 0.642 2.114
H -2.419 -0.803 3.138
H -4.815 -0.367 2.811
H -5.564 1.581 1.448
```

Calculated values
calculated total energy = -183497.345 eV
charge = 0
multiplicity = 2



Below is the molecule C17H10ClFN6 at a distorted geometry, with properties calculated with the ωB97M-V functional and the def2-TZVPD basis.

The geometry in XYZ format:
```
35
C17H10ClFN6, DFT the ωB97M-V functional and the def2-TZVPD basis
F 2.024 0.155 3.640
C 1.671 1.323 3.078
C 2.271 2.571 3.466
C 2.105 3.740 2.739
C 1.338 3.669 1.609
Cl 1.223 5.173 0.837
C 0.638 2.525 1.290
C 0.771 1.347 2.041
C 0.092 0.194 1.401
N -0.090 0.131 0.048
C -0.836 -0.903 -0.370
N -1.223 -1.097 -1.686
C -0.523 -0.549 -2.704
C 0.075 -1.405 -3.706
C 0.821 -0.846 -4.792
N 0.895 0.458 -4.970
C 0.527 1.300 -3.947
C -0.224 0.792 -2.898
C -1.462 -1.851 0.525
N -2.158 -2.942 0.005
C -2.517 -3.868 0.900
C -2.222 -3.675 2.302
N -1.615 -2.580 2.773
C -1.132 -1.748 1.851
N -0.482 -0.616 2.274
H 2.901 2.567 4.338
H 2.637 4.596 3.178
H 0.025 2.627 0.372
H -1.658 -1.961 -1.866
H 0.065 -2.478 -3.671
H 1.440 -1.398 -5.524
H 0.751 2.344 -4.042
H -0.493 1.552 -2.166
H -3.055 -4.768 0.636
H -2.579 -4.378 3.039
```

Calculated values
calculated total energy = -41970.775 eV
SMILES = Fc1ccc(Cl)cc1-c1nc(Nc2ccncc2)c2nccnc2n1
charge = 0



Below is a structure of composition C17H10CoN5O3, with properties calculated with the ωB97M-V functional and the def2-TZVPD basis.

The geometry in XYZ format:
```
36
C17H10CoN5O3, DFT the ωB97M-V functional and the def2-TZVPD basis
Co 0.548 1.504 -0.576
O 0.054 3.131 -0.011
C -0.599 3.358 1.112
C -0.417 4.566 1.798
C -1.146 4.825 2.935
C -2.083 3.906 3.425
C -2.267 2.714 2.770
C -1.522 2.410 1.617
C -1.695 1.138 0.988
N -0.940 0.683 0.045
N -1.177 -0.575 -0.470
C -0.308 -0.798 -1.415
O 0.552 0.110 -1.794
C -0.274 -2.109 -2.090
C -0.728 -3.248 -1.432
C -0.659 -4.479 -2.064
C -0.151 -4.572 -3.352
C 0.301 -3.435 -4.008
C 0.248 -2.204 -3.376
H 0.307 5.271 1.413
H -0.990 5.757 3.463
H -2.654 4.134 4.314
H -2.979 1.988 3.141
H -2.492 0.476 1.312
H -1.121 -3.160 -0.429
H -0.994 -5.368 -1.547
H -0.099 -5.535 -3.843
H 0.701 -3.510 -5.011
H 0.606 -1.311 -3.871
O 1.835 0.946 0.555
N 1.795 -0.357 0.799
C 2.953 -0.882 0.993
C 3.003 -2.285 1.297
N 3.050 -3.408 1.528
C 4.180 -0.134 0.923
N 5.162 0.456 0.857
```

Calculated values
calculated total energy = -69007.475 eV
charge = 0



Below is a structure of composition C17H11BBr2F4NO4Re at a distorted geometry, with properties calculated with the ωB97M-V functional and the def2-TZVPD basis.

The geometry in XYZ format:
```
41
C17H11BBr2F4NO4Re, DFT the ωB97M-V functional and the def2-TZVPD basis
Re 1.111 -0.991 0.384
C -0.724 1.983 0.194
C 0.754 2.156 0.165
C 1.284 3.455 0.084
C 2.637 3.684 0.051
C 3.505 2.582 0.111
C 4.926 2.641 0.095
Br 5.778 4.312 -0.046
C 5.689 1.498 0.179
C 5.087 0.238 0.275
Br 6.128 -1.316 0.397
C 3.692 0.123 0.251
O 3.023 -0.998 0.264
C 2.907 1.307 0.191
N 1.557 1.084 0.217
H -1.217 2.949 0.177
H -1.027 1.444 1.093
H -1.051 1.413 -0.677
H 0.598 4.285 0.043
H 3.031 4.687 -0.024
H 6.768 1.562 0.154
O -2.825 -1.334 -2.384
C -3.497 -1.305 -1.251
C -4.899 -1.396 -1.300
C -5.644 -1.325 -0.147
C -5.029 -1.162 1.100
C -3.656 -1.098 1.179
C -2.875 -1.156 0.019
C -1.441 -1.052 0.133
O -0.833 -0.891 1.233
O -0.658 -0.996 -0.890
H -1.858 -1.304 -2.235
H -5.353 -1.513 -2.272
H -6.718 -1.387 -0.197
H -5.630 -1.086 1.993
H -3.145 -1.007 2.124
F 0.096 -5.377 0.273
B -0.267 -4.261 -0.279
F -1.360 -3.654 0.158
F 0.166 -3.911 -1.471
F 0.971 -2.884 0.639
```

Calculated values
calculated total energy = -181249.097 eV
charge = +1
multiplicity = 4



Below is a structure of composition C17H11BF4IN7Na, with properties calculated with the ωB97M-V functional and the def2-TZVPD basis.

The geometry in XYZ format:
```
42
C17H11BF4IN7Na, DFT the ωB97M-V functional and the def2-TZVPD basis
Na 1.263 0.259 -0.461
C 0.269 4.531 0.873
C -0.842 4.407 1.687
C -1.379 3.152 1.912
C -0.786 2.041 1.313
N 0.284 2.169 0.529
C 0.793 3.374 0.316
C -1.304 0.656 1.508
C -2.397 0.380 2.328
C -2.818 -0.930 2.475
C -2.145 -1.934 1.802
C -1.074 -1.568 1.000
N -0.666 -0.316 0.855
H 0.716 5.495 0.671
H -1.293 5.279 2.145
H -2.250 3.052 2.541
H 1.661 3.413 -0.334
H -2.919 1.169 2.848
H -3.665 -1.159 3.109
H -2.441 -2.969 1.892
H -0.518 -2.315 0.443
I 1.687 -5.850 -3.211
C 1.973 -4.151 -2.052
C 2.862 -4.033 -1.006
N 2.725 -2.779 -0.544
N 1.805 -2.088 -1.220
C 1.329 -2.906 -2.144
H 3.555 -4.744 -0.593
H 3.191 -2.348 0.258
H 0.566 -2.580 -2.833
N 0.133 0.673 -2.309
C -0.874 0.664 -2.884
C -2.089 0.658 -3.566
C -2.868 1.827 -3.646
N -3.509 2.788 -3.713
C -2.542 -0.533 -4.167
N -2.910 -1.512 -4.662
F 2.058 -0.312 2.437
B 3.300 -0.242 1.800
F 3.092 0.269 0.472
F 3.834 -1.556 1.649
F 4.192 0.569 2.480
```

Calculated values
calculated total energy = -52312.095 eV
charge = -1



Below is a structure of composition C17H11Cl2NPtS at a distorted geometry, with properties calculated with the ωB97M-V functional and the def2-TZVPD basis.

The geometry in XYZ format:
```
33
C17H11Cl2NPtS, DFT the ωB97M-V functional and the def2-TZVPD basis
Pt 11.271 6.324 4.884
Cl 13.250 6.357 3.463
C 14.355 5.833 4.658
C 15.641 6.372 4.894
C 16.519 5.783 5.780
C 16.183 4.643 6.471
C 14.903 4.109 6.306
Cl 14.484 2.560 6.938
C 13.911 4.763 5.465
S 12.214 4.153 5.506
H 15.936 7.372 4.464
H 17.491 6.322 5.939
H 16.864 4.139 7.166
C 7.955 5.459 7.180
C 7.739 6.717 7.801
C 8.317 7.902 7.292
C 9.282 7.796 6.301
N 9.541 6.545 5.793
C 8.870 5.454 6.161
C 10.291 8.812 5.999
C 10.498 9.926 6.806
C 11.665 10.689 6.673
C 12.610 10.303 5.691
C 12.437 9.153 4.919
C 11.315 8.331 5.126
H 7.661 4.524 7.675
H 7.033 6.853 8.608
H 8.118 8.854 7.751
H 9.135 4.557 5.609
H 9.687 10.298 7.445
H 11.861 11.544 7.321
H 13.509 10.898 5.456
H 13.232 8.769 4.263
```

Calculated values
calculated total energy = -58402.778 eV
charge = +2
multiplicity = 5



Below is a structure of composition C17H11ClF7FeNO7S5Sb, with properties calculated with the ωB97M-V functional and the def2-TZVPD basis.

The geometry in XYZ format:
```
51
C17H11ClF7FeNO7S5Sb, DFT the ωB97M-V functional and the def2-TZVPD basis
Fe 1.831 -1.589 -1.033
O 1.536 -3.071 2.989
Cl 1.161 -2.221 1.901
O 0.312 -1.157 2.379
O 2.362 -1.643 1.288
O 0.491 -2.968 0.859
S 6.436 -2.866 -6.732
C 5.387 -2.571 -5.489
S 3.908 -1.716 -5.664
C 3.332 -1.795 -4.004
C 4.194 -2.487 -3.125
S 4.007 -2.758 -1.481
S 5.647 -3.115 -3.878
S 1.878 -1.071 -3.637
C -0.072 4.814 2.294
C -0.981 3.617 2.540
C -2.440 4.052 2.524
C -3.350 2.876 2.826
C -3.065 1.746 1.875
C -4.033 0.812 1.576
C -3.748 -0.242 0.717
F -4.734 -1.134 0.473
C -2.522 -0.393 0.136
C -1.538 0.563 0.410
C -0.207 0.369 -0.186
O -0.030 -0.595 -0.942
C 0.787 1.341 0.162
C 0.440 2.353 0.993
N -0.780 2.547 1.548
C -1.796 1.627 1.280
C 2.232 1.331 -0.328
O 2.868 2.380 -0.197
O 2.660 0.251 -0.841
H -0.380 5.623 2.959
H -0.161 5.159 1.263
H 0.976 4.604 2.496
H -0.760 3.203 3.532
H -2.673 4.470 1.539
H -2.573 4.846 3.262
H -4.401 3.162 2.759
H -3.176 2.544 3.856
H -5.020 0.885 2.015
H -2.280 -1.234 -0.503
H 1.214 3.070 1.219
F 0.800 -3.352 -1.961
Sb -0.431 -4.819 -2.221
F -1.758 -3.865 -1.273
F -1.005 -3.985 -3.818
F -1.639 -6.251 -2.520
F 0.919 -5.715 -3.195
F 0.176 -5.635 -0.638
```

Calculated values
calculated total energy = -160279.461 eV
charge = -2
multiplicity = 6



Below is a cluster of 2 separate species, C17H11ClN3O4S in total at a distorted geometry, with properties calculated with the ωB97M-V functional and the def2-TZVPD basis.

The geometry in XYZ format:
```
37
C17H11ClN3O4S, DFT the ωB97M-V functional and the def2-TZVPD basis
C 0.388 0.001 2.752
C 1.391 0.713 3.345
C 2.767 0.375 3.220
N 3.902 0.081 3.207
C 1.110 1.678 4.361
N 0.906 2.430 5.237
C -0.995 0.293 3.132
C -1.508 1.611 3.151
C -2.794 1.848 3.651
C -3.564 0.786 4.141
C -3.068 -0.526 4.113
C -1.814 -0.773 3.554
H 0.591 -0.925 2.228
H -0.893 2.445 2.803
H -3.193 2.868 3.652
H -4.589 0.961 4.483
H -3.663 -1.370 4.489
H -1.385 -1.784 3.529
O 2.752 -1.605 -7.086
N 2.047 -0.633 -6.722
O 1.620 0.241 -7.515
C 1.682 -0.531 -5.333
C 0.797 0.481 -4.919
C 0.166 0.382 -3.680
C 0.451 -0.686 -2.808
S -0.514 -0.927 -1.238
C 0.250 -0.156 0.194
Cl 0.255 1.536 0.178
O -1.797 -0.321 -1.492
O -0.351 -2.316 -0.869
C 1.388 -1.655 -3.213
C 2.032 -1.561 -4.443
H 0.588 1.300 -5.602
H -0.574 1.132 -3.416
H 1.256 -0.586 0.251
H 1.599 -2.512 -2.582
H 2.768 -2.295 -4.753
```

Calculated values
calculated total energy = -53821.162 eV
charge = -1